Entry from OMol25: 5 unconnected molecules or ions with the total composition C16H33BrFNO15PS3 in a non-equilibrium geometry (ωB97M-V with the def2-TZVPD basis set).

Element x y z (Å)
O -3.220 0.417 -0.671
S -3.243 -1.154 -0.572
O -3.338 -1.676 -2.048
N -4.654 -1.738 0.275
S -5.980 -0.583 0.155
O -6.186 -0.032 -1.302
O -5.692 0.538 1.183
S -7.868 -1.419 0.713
O -7.694 -2.616 1.682
O -8.609 -1.914 -0.578
F -8.838 -0.129 1.382
P -1.364 -1.815 0.228
O -0.594 -0.322 0.803
Br -1.631 -3.045 2.143
H -0.343 0.259 0.022
O -0.795 2.723 -0.802
C -1.440 3.448 -0.050
O -0.854 3.993 1.040
C -1.455 5.006 1.870
C -2.342 4.380 2.928
C -2.907 3.668 -0.269
H -1.981 5.750 1.264
H -0.630 5.534 2.360
H -3.172 3.827 2.481
H -2.753 5.148 3.589
H -1.772 3.664 3.529
H -3.466 2.843 0.178
H -3.096 3.690 -1.348
H -3.274 4.616 0.121
O -1.820 -5.349 -1.001
C -0.681 -5.756 -1.206
O 0.387 -5.028 -0.804
C 1.747 -5.499 -0.815
C 2.384 -5.280 -2.173
C -0.444 -7.016 -1.985
H 1.806 -6.541 -0.484
H 2.286 -4.907 -0.067
H 1.866 -5.841 -2.956
H 3.432 -5.588 -2.162
H 2.329 -4.223 -2.455
H -0.469 -6.789 -3.053
H -1.246 -7.724 -1.748
H 0.488 -7.521 -1.737
O 5.285 -5.001 -2.348
C 6.128 -5.884 -2.220
O 6.892 -5.942 -1.105
C 7.761 -7.039 -0.767
C 9.117 -6.876 -1.425
C 6.393 -6.858 -3.330
H 7.292 -8.000 -1.000
H 7.885 -7.012 0.321
H 9.039 -6.881 -2.516
H 9.792 -7.682 -1.123
H 9.565 -5.917 -1.146
H 7.088 -6.409 -4.043
H 5.446 -7.072 -3.835
H 6.780 -7.818 -2.993
O -2.297 9.136 4.698
C -1.842 9.172 3.559
O -0.708 9.862 3.298
C 0.013 9.807 2.053
C -0.558 10.793 1.054
C -2.579 8.534 2.418
H 0.050 8.785 1.664
H 1.047 10.087 2.282
H -1.598 10.560 0.808
H 0.026 10.787 0.130
H -0.551 11.805 1.470
H -3.340 9.225 2.050
H -3.065 7.624 2.787
H -1.936 8.221 1.597

Molecular weight, Da: 705.51
E_LUMO, eV: 0.9330
Charge: -1
Max |F|, hartree/bohr: 0.203
Frontier orbital gap, eV: 6.7861
Electronic energy, Ha: -6022.46900


Entry from OMol25: a molecular structure, C13H14CdN2O in a non-equilibrium geometry (ωB97M-V with the def2-TZVPD basis set).

Element x y z (Å)
C 2.610 -0.636 1.582
C 2.827 -0.726 0.065
O 3.632 0.322 -0.433
C 1.563 -0.959 -0.766
C 0.486 0.186 -0.855
C 0.361 0.508 -2.292
N 0.094 0.722 -3.388
C 0.733 1.523 -0.090
C -0.556 2.233 -0.357
N -1.656 2.613 -0.418
C -0.880 -0.189 -0.356
C -1.130 -0.210 1.014
C -2.404 -0.394 1.485
C -3.455 -0.600 0.563
C -3.180 -0.618 -0.820
C -1.899 -0.423 -1.273
H 2.563 0.396 1.937
H 1.724 -1.206 1.869
H 3.444 -1.101 2.102
H 3.423 -1.630 -0.076
H 3.531 1.116 0.097
H 1.882 -1.186 -1.781
H 1.082 -1.864 -0.393
H 0.737 1.395 0.989
H 1.590 2.096 -0.436
H -0.355 -0.025 1.746
H -2.627 -0.389 2.544
H -4.468 -0.748 0.923
H -3.997 -0.758 -1.518
H -1.739 -0.406 -2.341
Cd -3.198 1.745 0.177

Molecular weight, Da: 326.68
E_LUMO, eV: -9.9195
Charge: +2
Max |F|, hartree/bohr: 0.119
Frontier orbital gap, eV: 6.5523
Electronic energy, Ha: -855.51182


Entry from OMol25: 12 unconnected molecules or ions with the total composition C38H83N12O12 in a non-equilibrium geometry (ωB97M-V with the def2-TZVPD basis set).

Element x y z (Å)
C 3.568 3.568 1.986
C 2.875 4.550 2.035
C 1.702 5.519 1.868
N 0.526 5.005 2.476
C -0.270 4.278 1.529
C -1.490 3.824 2.285
O -1.840 2.672 2.393
H 4.033 2.611 1.920
H 1.998 6.451 2.371
H 1.615 5.724 0.785
H 0.210 3.374 1.088
H -0.559 4.923 0.665
H -2.061 4.632 2.790
C 6.563 -0.354 -0.611
C 5.413 0.143 0.238
O 5.162 1.329 0.391
N 4.624 -0.767 0.851
C 4.704 -2.210 0.818
H 7.090 0.499 -1.030
H 7.261 -0.931 -0.004
H 6.191 -0.972 -1.430
H 3.886 -0.325 1.397
H 3.769 -2.605 0.417
H 4.838 -2.582 1.837
H 5.525 -2.556 0.200
C 1.698 -2.306 4.036
C 1.592 -1.021 3.252
O 2.561 -0.499 2.720
N 0.374 -0.439 3.150
C -0.886 -0.891 3.706
H 2.730 -2.644 4.028
H 1.393 -2.145 5.071
H 1.074 -3.079 3.584
H 0.378 0.420 2.615
H -1.599 -1.048 2.895
H -1.277 -0.124 4.375
H -0.768 -1.818 4.259
C 0.592 3.695 5.136
C 0.809 4.016 6.591
O 1.798 4.599 7.014
N -0.165 3.627 7.471
C -1.402 2.933 7.182
H 1.425 4.053 4.545
H 0.515 2.612 5.004
H -0.310 4.179 4.769
H 0.037 3.871 8.427
H -2.247 3.546 7.509
H -1.422 1.987 7.731
H -1.502 2.730 6.121
C 5.379 4.155 -1.479
C 4.137 4.572 -2.229
O 3.124 4.945 -1.679
N 4.189 4.517 -3.602
C 5.296 4.104 -4.438
H 5.210 4.243 -0.409
H 5.625 3.116 -1.703
H 6.214 4.805 -1.754
H 3.334 4.807 -4.048
H 5.581 4.928 -5.098
H 4.990 3.253 -5.052
H 6.155 3.816 -3.841
C 1.950 2.447 10.445
C 1.609 0.978 10.502
O 1.606 0.265 9.516
N 1.295 0.456 11.726
C 1.245 1.138 13.004
H 2.177 2.731 9.420
H 1.102 3.042 10.789
H 2.825 2.655 11.063
H 1.078 -0.527 11.700
H 1.949 0.668 13.693
H 0.238 1.054 13.419
H 1.498 2.188 12.903
C -5.415 5.943 -0.843
C -4.361 4.988 -0.335
O -3.235 5.347 -0.051
N -4.713 3.677 -0.197
C -5.993 3.061 -0.480
H -4.988 6.940 -0.899
H -5.750 5.655 -1.839
H -6.268 5.967 -0.164
H -3.965 3.094 0.150
H -6.382 2.601 0.432
H -5.860 2.283 -1.236
H -6.712 3.787 -0.844
C 2.573 -3.482 -2.569
C 3.478 -4.531 -1.973
O 4.631 -4.284 -1.649
N 2.964 -5.778 -1.809
C 1.622 -6.253 -2.140
H 3.116 -2.543 -2.639
H 2.255 -3.779 -3.570
H 1.698 -3.330 -1.935
H 3.616 -6.433 -1.406
H 1.145 -6.626 -1.233
H 1.707 -7.063 -2.856
H 1.007 -5.468 -2.565
C -9.939 8.508 -2.117
C -8.464 8.319 -1.854
O -7.871 7.303 -2.174
N -7.802 9.334 -1.237
C -8.330 10.607 -0.785
H -10.327 7.622 -2.611
H -10.478 8.648 -1.180
H -10.102 9.368 -2.768
H -6.822 9.144 -1.090
H -7.799 11.416 -1.288
H -8.173 10.700 0.291
H -9.390 10.695 -0.996
C -1.103 -7.833 -5.883
C -0.471 -8.275 -4.587
O -0.644 -7.655 -3.543
N 0.297 -9.385 -4.619
C 0.601 -10.225 -5.751
H -1.689 -6.937 -5.707
H -0.331 -7.606 -6.622
H -1.768 -8.607 -6.267
H 0.695 -9.627 -3.727
H 0.260 -11.243 -5.549
H 1.684 -10.239 -5.900
H 0.122 -9.866 -6.656
C 3.255 -7.506 -6.939
C 3.241 -7.337 -5.439
O 2.507 -8.002 -4.715
N 4.074 -6.412 -4.905
C 5.006 -5.536 -5.593
H 2.541 -8.275 -7.219
H 2.971 -6.573 -7.429
H 4.246 -7.812 -7.277
H 4.015 -6.345 -3.897
H 6.015 -5.728 -5.226
H 4.747 -4.498 -5.380
H 4.983 -5.694 -6.666
C -6.571 -5.574 -6.108
C -5.137 -5.912 -5.777
O -4.647 -6.997 -6.047
N -4.396 -4.957 -5.157
C -4.802 -3.621 -4.760
H -7.033 -6.427 -6.596
H -7.129 -5.350 -5.198
H -6.614 -4.720 -6.786
H -3.450 -5.245 -4.961
H -4.166 -2.888 -5.258
H -4.682 -3.514 -3.681
H -5.837 -3.425 -5.020

Molecular weight, Da: 900.15
E_LUMO, eV: 1.6187
Charge: -1
Max |F|, hartree/bohr: 0.027
Frontier orbital gap, eV: 3.0841
Electronic energy, Ha: -3057.69609


Entry from OMol25: 12 unconnected molecules or ions with the total composition C62H160N12O19 in a non-equilibrium geometry (ωB97M-V with the def2-TZVPD basis set).

Element x y z (Å)
C 3.835 4.127 3.079
O 3.184 4.196 1.799
C 4.119 4.309 0.791
C 3.369 4.623 -0.497
C 2.859 6.071 -0.423
N 2.411 3.548 -0.648
H 4.623 3.356 3.003
H 2.985 3.904 3.771
H 4.320 5.102 3.215
H 4.894 5.082 1.013
H 4.704 3.369 0.628
H 4.031 4.506 -1.398
H 2.110 6.260 -1.181
H 3.693 6.751 -0.567
H 2.410 6.287 0.569
H 1.868 3.686 -1.489
H 1.835 3.461 0.203
C 3.434 0.361 -1.079
O 2.338 -0.480 -0.635
C 2.153 -0.448 0.761
C 1.095 -1.458 1.093
C -0.239 -1.100 0.483
N 0.959 -1.431 2.525
H 3.502 0.270 -2.174
H 4.381 -0.087 -0.735
H 3.338 1.406 -0.772
H 3.082 -0.688 1.253
H 1.882 0.572 1.096
H 1.375 -2.450 0.723
H -0.966 -1.826 0.866
H -0.263 -1.320 -0.601
H -0.531 -0.052 0.654
H 1.830 -1.274 2.975
H 0.513 -2.270 2.913
C 1.895 -5.222 -1.181
O 1.474 -4.804 0.099
C 1.641 -5.737 1.135
C 1.179 -4.900 2.352
C 1.119 -5.694 3.631
N -0.032 -4.258 2.073
H 1.975 -4.339 -1.848
H 1.214 -5.987 -1.518
H 2.897 -5.581 -1.273
H 0.944 -6.615 1.042
H 2.684 -6.083 1.206
H 1.866 -4.087 2.458
H 1.022 -5.100 4.532
H 1.978 -6.345 3.754
H 0.280 -6.409 3.579
H 0.062 -3.765 1.200
H -0.804 -4.926 1.957
C 1.199 -0.871 -3.658
O 2.467 -0.735 -4.330
C 3.239 -1.964 -4.215
C 4.367 -1.828 -5.225
C 5.144 -0.562 -4.941
N 3.837 -1.917 -6.573
H 0.579 -1.605 -4.146
H 0.635 0.037 -3.695
H 1.228 -1.108 -2.604
H 3.693 -1.973 -3.209
H 2.628 -2.844 -4.419
H 5.014 -2.684 -5.084
H 6.004 -0.525 -5.590
H 5.630 -0.614 -3.968
H 4.527 0.307 -5.062
H 3.266 -1.094 -6.807
H 4.616 -1.887 -7.210
C 2.298 2.438 -4.852
O 1.284 3.127 -4.150
C 0.227 3.508 -4.985
C -0.614 4.456 -4.121
C -2.040 4.623 -4.615
N 0.142 5.681 -4.146
H 2.794 3.155 -5.526
H 1.956 1.559 -5.413
H 3.060 2.099 -4.146
H 0.542 3.845 -5.984
H -0.354 2.595 -5.175
H -0.652 3.920 -3.128
H -2.557 5.380 -4.040
H -2.546 3.676 -4.451
H -2.023 4.970 -5.650
H 1.071 5.475 -3.840
H -0.324 6.427 -3.661
C -6.485 2.105 -6.061
O -6.331 1.116 -5.052
C -7.172 1.366 -3.922
C -6.504 2.254 -2.857
N -5.283 1.589 -2.355
C -4.629 2.248 -1.174
C -3.256 1.653 -1.021
O -2.543 1.899 -2.220
C -1.297 1.199 -2.301
H -7.444 2.047 -6.587
H -5.816 1.969 -6.897
H -6.379 3.134 -5.722
H -7.406 0.407 -3.421
H -8.042 1.856 -4.298
H -7.210 2.436 -2.048
H -6.300 3.263 -3.282
H -4.597 1.493 -3.119
H -5.242 2.033 -0.324
H -4.456 3.301 -1.419
H -3.424 0.596 -0.886
H -2.659 2.115 -0.238
H -0.876 1.414 -3.266
H -1.393 0.112 -2.133
H -0.580 1.520 -1.522
C 5.403 -2.948 -0.922
O 4.992 -3.031 0.425
C 5.644 -2.129 1.272
C 5.093 -2.397 2.645
N 5.529 -1.394 3.662
C 4.663 -0.217 3.661
C 4.931 0.600 4.877
O 4.531 -0.155 6.013
C 4.909 0.438 7.223
H 6.427 -3.284 -1.079
H 5.404 -1.903 -1.253
H 4.772 -3.502 -1.631
H 5.423 -1.079 0.933
H 6.727 -2.241 1.263
H 5.415 -3.367 2.934
H 4.000 -2.386 2.549
H 5.426 -1.758 4.586
H 3.613 -0.522 3.642
H 4.870 0.321 2.725
H 4.385 1.584 4.884
H 6.049 0.824 4.885
H 4.654 -0.337 7.957
H 4.384 1.327 7.503
H 5.999 0.649 7.304
C -2.718 1.969 3.428
O -1.479 2.599 3.643
C -0.486 1.829 3.001
C 0.850 2.292 3.472
N 0.886 2.206 4.994
C 1.135 0.838 5.475
C 0.839 0.795 6.972
O -0.514 1.201 7.136
C -0.815 1.303 8.494
H -3.491 2.733 3.534
H -2.821 1.102 4.084
H -2.776 1.654 2.378
H -0.462 2.033 1.925
H -0.731 0.760 3.097
H 0.979 3.318 3.081
H 1.653 1.824 2.891
H -0.049 2.548 5.253
H 2.218 0.699 5.343
H 0.616 0.079 4.879
H 1.541 1.452 7.507
H 0.927 -0.154 7.478
H -0.613 0.332 8.960
H -1.886 1.561 8.580
H -0.173 2.082 8.931
C 8.074 2.709 6.222
O 8.420 2.806 4.832
C 7.853 3.914 4.196
C 8.360 4.020 2.791
N 7.863 2.901 1.989
C 8.021 3.037 0.568
C 7.575 1.803 -0.177
O 7.928 1.947 -1.530
C 7.252 1.068 -2.429
H 8.472 1.752 6.583
H 6.989 2.705 6.358
H 8.539 3.579 6.726
H 7.987 4.855 4.717
H 6.787 3.712 4.215
H 9.463 4.026 2.866
H 8.039 5.002 2.366
H 8.267 2.028 2.262
H 9.055 3.150 0.210
H 7.462 3.871 0.161
H 6.437 1.664 -0.068
H 7.954 0.867 0.218
H 6.160 0.990 -2.299
H 7.656 0.049 -2.314
H 7.454 1.469 -3.427
C -1.291 -3.512 -2.503
O -2.352 -3.672 -3.429
C -1.993 -3.002 -4.616
C -3.003 -3.239 -5.696
N -2.895 -4.551 -6.233
C -3.738 -4.810 -7.417
C -3.970 -6.193 -7.752
O -2.865 -6.767 -8.314
C -3.225 -7.919 -9.051
H -1.234 -2.476 -2.175
H -0.330 -3.880 -2.879
H -1.511 -4.177 -1.678
H -1.031 -3.351 -5.018
H -1.950 -1.931 -4.402
H -2.961 -2.486 -6.520
H -3.965 -3.123 -5.199
H -3.007 -5.211 -5.462
H -3.328 -4.290 -8.297
H -4.752 -4.426 -7.286
H -4.851 -6.219 -8.453
H -4.326 -6.741 -6.833
H -3.566 -8.726 -8.386
H -2.367 -8.201 -9.645
H -4.020 -7.649 -9.760
C -1.350 -2.466 7.199
O -1.806 -2.740 5.885
C -2.083 -1.562 5.089
C -2.898 -1.925 3.843
N -4.258 -2.257 4.100
C -5.075 -1.140 4.422
C -5.613 -0.443 3.219
O -6.244 0.794 3.648
C -6.785 1.467 2.564
H -0.357 -1.964 7.200
H -1.365 -3.403 7.768
H -2.071 -1.804 7.727
H -1.148 -1.024 4.871
H -2.604 -0.849 5.777
H -2.349 -2.667 3.274
H -2.981 -0.978 3.242
H -4.373 -2.970 4.752
H -4.687 -0.433 5.182
H -5.971 -1.576 4.865
H -6.310 -1.080 2.611
H -4.784 -0.223 2.453
H -7.413 0.806 1.985
H -6.020 1.962 1.860
H -7.336 2.305 2.962
C -4.507 -2.600 -0.079
O -5.879 -2.649 -0.355
C -6.399 -1.313 -0.447
C -7.840 -1.402 -0.732
N -8.421 -0.008 -0.701
C -9.884 0.122 -0.682
C -10.158 1.650 -0.726
O -9.655 2.180 -1.955
C -9.491 3.594 -1.914
H -3.959 -2.195 -0.959
H -4.092 -3.579 0.151
H -4.263 -1.981 0.812
H -5.862 -0.688 -1.242
H -6.270 -0.871 0.547
H -8.350 -1.974 0.099
H -8.059 -2.015 -1.644
H -8.078 0.546 -1.443
H -10.318 -0.264 0.229
H -10.381 -0.381 -1.533
H -9.605 2.062 0.119
H -11.226 1.831 -0.635
H -8.815 3.825 -1.054
H -10.440 4.128 -1.767
H -9.113 3.929 -2.878

Molecular weight, Da: 1378.03
SMILES: COC[C@H](C)N.COC[C@H](C)N.COC[C@H](C)N.COC[C@H](C)N.COC[C@H](C)N.COCCNCCOC.COCCNCCOC.COCCNCCOC.COCCNCCOC.COCCNCCOC.COCCNCCOC.COCCNCCOC
E_LUMO, eV: 0.6572
Max |F|, hartree/bohr: 0.053
Frontier orbital gap, eV: 8.9361
Electronic energy, Ha: -4544.39460


- Among the records above, which one has the highest electronic energy?
  C13H14CdN2O


- Number 3 is which compound?
  C38H83N12O12


- The highest electronic energy belongs to which entry?
  C13H14CdN2O